Record 1
DFT (ωB97M-V with the def2-TZVPD basis set) results for a structure of composition C6H12Cl12 at a distorted geometry.

Structure (XYZ):
```
30
C6H12Cl12 (ωB97M-V with the def2-TZVPD basis set)
C 3.439 -1.733 1.955
Cl 3.084 -3.465 1.999
Cl 4.994 -1.420 2.716
H 3.453 -1.372 0.926
H 2.623 -1.236 2.479
C 0.397 -0.234 0.576
Cl 1.888 -1.089 1.116
Cl 0.431 0.341 -1.118
H -0.318 -1.056 0.601
H 0.154 0.579 1.261
C -1.140 -1.804 -1.616
Cl -1.804 -0.579 -2.610
Cl -2.446 -2.822 -0.905
H -0.401 -2.396 -2.156
H -0.711 -1.226 -0.797
C -3.182 0.176 0.618
Cl -3.332 1.346 1.917
Cl -1.690 -0.888 0.602
H -4.078 -0.444 0.588
H -3.228 0.625 -0.374
C 1.435 0.593 -3.078
Cl 0.554 -0.888 -3.433
Cl 0.588 2.054 -3.644
H 1.598 0.640 -2.001
H 2.332 0.529 -3.693
C -0.790 3.268 1.680
Cl -2.080 3.671 0.522
Cl -0.676 1.520 1.805
H 0.139 3.777 1.423
H -1.233 3.533 2.640
```

Results
multiplicity: 1
E: -156664.656 eV
relative energy (zero: lowest compared OMol25 entry of this formula, charge and spin): 492.0 kcal per mole
frontier orbital gap: 8.34 eV
lowest unoccupied orbital energy: -0.018 eV



Record 2
DFT (ωB97M-V with the def2-TZVPD basis set) results for the ion C29H41N2O4 with charge +1.

Structure (XYZ):
```
76
C29H41N2O4 (ωB97M-V with the def2-TZVPD basis set)
C 4.276 2.780 2.811
H 3.852 2.468 3.761
H 4.800 1.938 2.365
H 5.003 3.560 3.016
C 3.209 3.306 1.857
H 3.709 3.729 0.986
H 2.649 4.111 2.339
C 2.244 2.215 1.372
C 1.369 1.736 2.521
N 0.386 0.758 2.018
H 0.863 0.138 1.345
C -0.207 -0.068 3.088
C -0.953 -1.232 2.461
C -1.884 -0.754 1.378
C -1.740 0.493 0.796
C -2.611 0.868 -0.230
C -3.592 0.014 -0.694
C -3.743 -1.261 -0.088
C -2.891 -1.613 0.938
H -2.985 -2.575 1.416
O -4.729 -2.030 -0.593
C -4.973 -3.292 -0.016
H -5.812 -3.708 -0.570
H -4.107 -3.952 -0.119
H -5.244 -3.204 1.040
O -4.449 0.282 -1.698
C -4.276 1.465 -2.444
H -4.445 2.356 -1.832
H -3.278 1.504 -2.892
H -5.027 1.425 -3.230
H -2.515 1.844 -0.671
C -0.667 1.468 1.247
C -0.023 2.163 0.042
H -0.671 2.989 -0.249
C 1.412 2.724 0.179
H 1.320 3.810 0.297
C 2.171 2.498 -1.148
H 1.519 2.807 -1.964
H 3.036 3.163 -1.162
C 2.715 1.080 -1.468
N 3.851 0.798 -0.593
H 4.638 1.375 -0.867
C 4.230 -0.600 -0.540
C 3.111 -1.350 0.180
C 1.835 -1.142 -0.591
C 1.686 -0.027 -1.405
C 0.577 0.028 -2.245
C -0.422 -0.938 -2.248
C -0.286 -2.047 -1.387
C 0.850 -2.128 -0.597
H 1.006 -2.996 0.024
O -1.269 -2.996 -1.385
C -1.019 -4.230 -0.756
H -1.856 -4.871 -1.028
H -0.092 -4.685 -1.114
H -0.981 -4.129 0.334
O -1.450 -0.676 -3.092
C -2.333 -1.698 -3.520
H -1.786 -2.564 -3.896
H -2.907 -1.252 -4.331
H -3.010 -2.006 -2.723
H 0.468 0.839 -2.950
H 3.037 -0.975 1.207
H 3.343 -2.414 0.235
H 5.165 -0.683 0.016
H 4.378 -1.042 -1.538
H 3.042 1.125 -2.525
H -0.038 1.445 -0.774
H -1.106 2.206 1.931
H -1.514 -1.762 3.231
H -0.234 -1.940 2.035
H -0.887 0.561 3.667
H 0.586 -0.427 3.747
H 1.990 1.259 3.280
H 0.829 2.563 2.988
H 2.856 1.380 1.022
```

Results
multiplicity: 1
E: -41902.413 eV
relative energy (zero: lowest compared OMol25 entry of this formula, charge and spin): 3.5 kcal per mole
charge: +1
frontier orbital gap: 8.59 eV
lowest unoccupied orbital energy: -1.907 eV



Record 3
DFT (ωB97M-V with the def2-TZVPD basis set) results for a structure of composition C52H55BrIN4O4Pd.

Structure (XYZ):
```
118
C52H55BrIN4O4Pd (ωB97M-V with the def2-TZVPD basis set)
Pd 0.402 0.091 1.730
C -2.922 3.920 1.932
C -2.308 2.806 1.078
C -3.335 2.256 0.088
C -1.047 3.310 0.408
C -1.138 4.106 -0.727
C -0.003 4.593 -1.356
C 1.244 4.315 -0.828
C 1.379 3.538 0.318
C 2.752 3.292 0.904
C 3.460 4.604 1.243
C 3.606 2.419 -0.016
C 0.227 3.020 0.919
N 0.344 2.097 1.992
C 0.108 2.489 3.254
O -0.051 3.623 3.696
C 0.009 1.294 4.207
C -0.120 1.332 5.584
C -0.216 0.124 6.268
C -0.195 -1.090 5.590
C -0.072 -1.065 4.212
N 0.016 0.112 3.603
C -0.083 -2.265 3.258
O -0.281 -3.388 3.713
N 0.100 -1.892 1.979
C -0.147 -2.813 0.926
C 0.910 -3.143 0.070
C 0.661 -3.977 -1.013
C -0.605 -4.489 -1.237
C -1.642 -4.152 -0.384
C -1.444 -3.296 0.693
C -2.626 -2.930 1.568
C -3.094 -4.150 2.362
C -3.777 -2.326 0.759
C 2.293 -2.607 0.358
C 2.975 -3.479 1.414
C 3.162 -2.456 -0.886
H -3.824 3.562 2.433
H -3.205 4.766 1.300
H -2.216 4.274 2.684
H -2.021 1.984 1.739
H -3.756 3.050 -0.535
H -4.164 1.799 0.633
H -2.887 1.497 -0.551
H -2.113 4.335 -1.137
H -0.094 5.194 -2.252
H 2.131 4.707 -1.313
H 2.609 2.746 1.836
H 3.667 5.188 0.343
H 4.413 4.406 1.741
H 2.845 5.212 1.907
H 3.768 2.905 -0.982
H 3.118 1.458 -0.191
H 4.588 2.236 0.431
H -0.140 2.290 6.084
H -0.309 0.129 7.347
H -0.273 -2.045 6.091
H 1.464 -4.222 -1.696
H -0.784 -5.141 -2.084
H -2.636 -4.546 -0.568
H -2.298 -2.168 2.275
H -3.446 -4.937 1.690
H -3.925 -3.879 3.019
H -2.282 -4.549 2.969
H -4.172 -3.036 0.028
H -3.451 -1.426 0.240
H -4.599 -2.055 1.426
H 2.167 -1.610 0.783
H 3.162 -4.482 1.020
H 2.352 -3.579 2.304
H 3.935 -3.049 1.713
H 3.470 -3.423 -1.293
H 4.073 -1.906 -0.638
H 2.638 -1.901 -1.666
C -5.811 0.330 -5.593
C -4.999 -0.747 -4.925
C -5.396 -2.075 -5.034
C -4.682 -3.085 -4.409
C -3.538 -2.771 -3.697
C -3.118 -1.449 -3.589
N -1.949 -1.187 -2.842
C -0.859 -0.500 -3.327
C -0.611 -0.413 -4.704
C 0.501 0.260 -5.176
C 1.402 0.853 -4.299
C 1.179 0.743 -2.937
C 0.066 0.077 -2.437
C -0.152 0.012 -0.957
O 0.906 0.114 -0.238
O -1.292 -0.132 -0.484
C -3.865 -0.416 -4.174
C -3.480 1.021 -3.965
H -6.587 -0.108 -6.220
H -5.190 0.973 -6.218
H -6.300 0.975 -4.859
H -6.282 -2.315 -5.610
H -5.006 -4.115 -4.492
H -2.937 -3.536 -3.225
H -2.035 -1.179 -1.831
H -1.302 -0.880 -5.394
H 0.664 0.322 -6.246
H 2.267 1.384 -4.673
H 1.860 1.187 -2.224
H -2.911 1.142 -3.045
H -4.364 1.656 -3.902
H -2.856 1.397 -4.780
Br 5.396 2.487 4.569
C 6.186 1.242 3.381
C 7.547 1.364 3.128
C 8.169 0.484 2.260
C 7.430 -0.516 1.644
C 6.075 -0.630 1.898
C 5.433 0.247 2.772
I 3.365 0.049 3.006
H 8.106 2.152 3.612
H 9.228 0.586 2.063
H 7.904 -1.206 0.960
H 5.493 -1.400 1.410
```

Results
multiplicity: 1
E: -150597.770 eV
charge: -1
frontier orbital gap: 7.42 eV
lowest unoccupied orbital energy: 2.157 eV



Record 4
DFT (ωB97M-V with the def2-TZVPD basis set) results for a structure of composition C17H30NNdO2P2Se at a distorted geometry.

Structure (XYZ):
```
54
C17H30NNdO2P2Se (ωB97M-V with the def2-TZVPD basis set)
C 4.306 -0.140 0.087
C 3.017 0.182 0.525
N 1.922 0.018 -0.292
C 2.094 -0.715 -1.420
C 3.348 -1.120 -1.879
C 4.481 -0.808 -1.118
C 2.815 0.783 1.872
P 1.279 0.302 2.735
Nd -0.303 1.203 0.382
P -0.610 -0.138 -2.246
C 0.871 -1.233 -2.174
O 2.758 3.266 1.418
O 0.371 3.214 1.355
H 5.147 0.110 0.745
H 3.408 -1.657 -2.821
H 5.464 -1.083 -1.470
C 1.743 -1.254 3.568
C 1.198 1.424 4.189
H 1.152 -1.483 -3.206
H 0.535 -2.169 -1.699
H 2.838 2.149 1.638
H 3.677 0.579 2.520
C -1.877 -1.368 -2.721
C -0.407 0.756 -3.827
H -0.523 3.041 -1.452
H -0.158 4.017 1.220
H 1.538 3.366 1.338
H 3.248 3.656 0.673
H -0.782 -0.857 0.250
H -1.132 2.746 -1.762
H 2.489 -1.079 4.360
H 0.830 -1.672 4.020
H 2.139 -1.970 2.836
H 2.055 1.259 4.859
H 1.154 2.466 3.846
H 0.269 1.195 4.728
H -0.432 0.058 -4.674
H -1.246 1.463 -3.926
H 0.542 1.315 -3.849
H -1.913 -1.480 -3.813
H -1.633 -2.330 -2.253
H -2.851 -1.030 -2.349
Se -3.052 1.284 1.391
C -3.853 -0.181 0.578
C -3.563 -1.488 1.036
C -4.109 -2.582 0.394
C -4.978 -2.423 -0.700
C -5.316 -1.120 -1.111
C -4.771 -0.015 -0.484
H -2.867 -1.605 1.871
H -3.874 -3.585 0.754
H -5.376 -3.289 -1.214
H -6.034 -0.984 -1.922
H -5.030 1.003 -0.805
```

Results
multiplicity: 4
E: -122900.873 eV
frontier orbital gap (spin up / spin down): 6.96 / 6.97 eV
lowest unoccupied orbital energy (spin up / spin down): -0.026 / -0.004 eV



Q: Which of these has the lowest E?
A: C6H12Cl12



Q: Which of these has the lowest E?
A: C6H12Cl12